90
Properties=species:S:1:pos:R:3 method="wB97M-V/def2-TZVPD" orbital_gap_ha="0.252 / 0.258" multiplicity=2 relative_energy_kcal_mol=1.4 e_lumo_ha="-0.0421 / -0.0420" homo_energy_ev="-8.0 / -8.2" s2=0.753 e_tot_ev=-107415.1934 max_force_ha_per_bohr=0.0222
Ti -0.009 -0.306 -0.578
C -3.235 -2.863 -0.147
Si -3.142 -1.043 0.403
C -4.646 -0.922 1.543
C -3.598 0.082 -1.056
C -1.481 -0.541 1.132
Si -1.794 0.900 2.295
C -2.671 0.404 3.896
C -2.787 2.271 1.467
C -0.265 1.799 2.961
Si -0.695 -1.937 2.053
C 0.625 -1.502 3.325
C -1.858 -3.109 2.963
C 0.270 -3.003 0.784
C 0.667 -4.314 1.036
C 1.383 -5.020 0.084
C 1.698 -4.404 -1.118
C 1.284 -3.101 -1.312
N 0.596 -2.426 -0.390
H -3.686 -2.922 -1.141
H -3.881 -3.422 0.533
H -2.276 -3.380 -0.199
H -5.496 -1.239 0.928
H -4.870 0.075 1.918
H -4.590 -1.607 2.390
H -4.053 -0.488 -1.870
H -2.759 0.639 -1.486
H -4.328 0.827 -0.732
H -3.575 -0.190 3.781
H -2.938 1.319 4.434
H -1.987 -0.150 4.546
H -3.828 2.017 1.272
H -2.330 2.555 0.516
H -2.778 3.152 2.113
H 0.617 1.178 3.122
H -0.542 2.211 3.937
H 0.004 2.640 2.322
H 0.207 -0.986 4.191
H 1.441 -0.904 2.920
H 1.050 -2.445 3.684
H -2.557 -2.523 3.564
H -1.307 -3.756 3.650
H -2.441 -3.743 2.295
H 0.404 -4.779 1.978
H 1.690 -6.041 0.272
H 2.250 -4.917 -1.892
H 1.497 -2.567 -2.232
C 2.332 0.064 -4.618
Si 1.541 1.128 -3.281
C 1.037 2.815 -3.951
C 2.948 1.477 -2.096
N 0.185 0.242 -2.570
C -0.709 -0.259 -3.524
C -0.880 0.167 -4.852
C -1.797 -0.440 -5.699
C -2.595 -1.491 -5.271
C -2.476 -1.928 -3.958
C -1.559 -1.294 -3.163
F -1.442 -1.669 -1.845
H 2.948 0.674 -5.283
H 1.621 -0.486 -5.232
H 2.996 -0.665 -4.143
H 1.882 3.504 -3.870
H 0.219 3.228 -3.356
H 0.721 2.815 -4.995
H 3.778 1.762 -2.751
H 3.288 0.621 -1.512
H 2.762 2.325 -1.441
H -0.295 0.989 -5.234
H -1.888 -0.074 -6.713
H -3.307 -1.957 -5.936
H -3.080 -2.729 -3.553
O 1.728 -0.108 0.481
C 1.548 1.155 0.555
O 0.537 1.659 0.014
C 2.548 1.990 1.274
C 3.616 1.379 1.912
C 4.525 2.183 2.573
C 4.419 3.558 2.619
C 3.340 4.121 1.962
C 2.397 3.371 1.290
N 3.195 5.592 1.986
O 2.246 6.065 1.398
O 4.012 6.221 2.624
N 5.667 1.544 3.263
O 6.484 2.276 3.777
O 5.784 0.343 3.139
H 3.734 0.306 1.896
H 5.142 4.165 3.142
H 1.565 3.844 0.790

=====

35
Properties=species:S:1:pos:R:3 method="wB97M-V/def2-TZVPD" smiles=Cc1c[nH]c2ccccc12.Cc1ccc(O)cc1 orbital_gap_ha=0.320 multiplicity=1 relative_energy_kcal_mol=24.8 e_lumo_ha=0.0294 homo_energy_ev=-7.9 e_tot_ev=-20404.7510 max_force_ha_per_bohr=0.0379
C 1.615 -0.456 -2.673
C 1.320 -2.272 0.604
C 2.038 -1.445 -0.299
C 1.193 -1.187 -1.432
C 0.044 -1.849 -1.197
C 1.667 -2.428 1.943
C 2.864 -1.822 2.292
C 3.163 -0.775 0.173
C 3.595 -0.953 1.473
N 0.133 -2.544 -0.003
H -0.649 -2.824 0.565
H 0.927 -2.870 2.593
H -0.901 -2.020 -1.696
H 3.335 -2.147 3.214
H 3.649 -0.008 -0.419
H 1.357 -0.986 -3.583
H 2.686 -0.252 -2.596
H 4.409 -0.435 1.959
H 1.259 0.583 -2.631
C -2.800 2.357 2.390
C -1.062 2.108 0.529
C -2.338 1.872 1.030
C -0.734 1.736 -0.772
C -1.734 1.200 -1.580
C -3.308 1.321 0.197
C -2.970 0.849 -1.073
O -1.458 1.008 -2.911
H -0.341 2.686 1.098
H 0.269 1.969 -1.110
H -3.152 3.398 2.396
H -1.970 2.441 3.097
H -4.243 0.971 0.621
H -0.596 0.658 -3.133
H -3.654 0.402 -1.766
H -3.613 1.715 2.698

=====

9
Properties=species:S:1:pos:R:3 method="wB97M-V/def2-TZVPD" smiles="O=C=O.CC#N" orbital_gap_ha=0.451 multiplicity=1 relative_energy_kcal_mol=5.0 e_lumo_ha=0.0186 homo_energy_ev=-11.8 e_tot_ev=-8744.9155 max_force_ha_per_bohr=0.0703
C -0.594 0.935 -0.362
C 2.225 -0.530 -0.199
C -1.358 -0.081 0.307
N 0.060 1.746 -0.873
O 1.741 -0.782 0.838
O 2.634 -0.199 -1.200
H -2.387 0.292 0.430
H -1.054 -0.296 1.344
H -1.266 -1.085 -0.285

=====

79
Properties=species:S:1:pos:R:3 method="wB97M-V/def2-TZVPD" orbital_gap_ha="0.245 / 0.125" charge=+2 multiplicity=3 relative_energy_kcal_mol=0.0 e_lumo_ha="-0.2321 / -0.3515" homo_energy_ev="-13.0 / -13.0" s2=2.035 e_tot_ev=-164433.4866 max_force_ha_per_bohr=0.0581
C -0.681 7.216 -6.082
C -0.874 5.853 -6.348
C -1.162 5.483 -7.671
C -1.240 6.475 -8.657
N -1.048 7.764 -8.379
C -0.777 8.139 -7.131
C -0.755 4.872 -5.299
C -0.591 4.048 -4.416
C -0.370 3.021 -3.488
C 0.671 3.144 -2.564
C 0.917 2.099 -1.689
C 0.159 0.932 -1.847
C -0.903 0.804 -2.757
C -1.190 1.882 -3.578
Ni -0.236 -0.206 -0.463
P 1.661 -0.942 -1.327
H -1.311 4.441 -7.930
H -0.447 7.549 -5.078
H -1.461 6.201 -9.692
H -0.624 9.203 -6.933
H -2.015 1.860 -4.299
H 1.271 4.054 -2.543
H -1.519 -0.100 -2.756
H 1.626 2.187 -0.878
C 1.905 -2.578 -0.523
C 2.967 -3.499 -1.123
H 0.920 -3.071 -0.529
H 2.121 -2.349 0.531
H 3.100 -4.369 -0.468
H 2.677 -3.882 -2.109
H 3.944 -3.012 -1.219
C 1.837 -1.232 -3.139
C 2.855 -0.395 -3.905
H 0.837 -1.028 -3.544
H 2.024 -2.302 -3.298
H 2.727 -0.580 -4.981
H 2.711 0.683 -3.748
H 3.893 -0.653 -3.653
C 3.154 0.047 -0.884
C 4.519 -0.625 -0.791
H 2.893 0.480 0.097
H 3.193 0.878 -1.597
H 5.256 0.135 -0.495
H 4.543 -1.409 -0.026
H 4.865 -1.046 -1.744
Br 0.909 0.292 1.605
P -2.404 -3.055 -3.806
C -0.592 -3.328 -3.785
C -0.275 -4.772 -4.185
H -0.227 -3.100 -2.769
H -0.132 -2.630 -4.502
H 0.777 -4.871 -4.477
H -0.464 -5.467 -3.358
H -0.891 -5.089 -5.037
C -2.943 -2.829 -2.076
C -4.326 -3.475 -1.907
H -2.968 -1.756 -1.841
H -2.203 -3.330 -1.435
H -4.545 -3.649 -0.851
H -5.117 -2.837 -2.314
H -4.382 -4.439 -2.427
C -2.639 -1.436 -4.654
C -2.976 -1.635 -6.139
H -1.724 -0.835 -4.562
H -3.465 -0.925 -4.131
H -3.391 -0.708 -6.550
H -2.074 -1.884 -6.712
H -3.710 -2.439 -6.278
C -3.617 1.904 2.211
C -2.837 2.650 1.330
C -2.019 1.994 0.416
N -1.921 0.641 0.395
C -2.669 -0.097 1.253
C -3.531 0.507 2.166
H -4.285 2.394 2.915
H -2.852 3.735 1.309
H -1.413 2.535 -0.315
H -2.561 -1.187 1.180
H -4.120 -0.130 2.823

=====

121
Properties=species:S:1:pos:R:3 method="wB97M-V/def2-TZVPD" orbital_gap_ha="0.255 / 0.244" multiplicity=3 e_lumo_ha="-0.0036 / -0.0068" homo_energy_ev="-7.0 / -6.8" s2=2.076 e_tot_ev=-94473.0970 max_force_ha_per_bohr=0.0585
V -0.270 0.249 0.199
C 1.461 -0.925 -4.188
C 1.644 -1.905 -3.023
C 1.910 -3.315 -3.552
C 2.733 -1.403 -2.096
C 4.065 -1.477 -2.479
C 5.070 -0.988 -1.662
C 4.747 -0.392 -0.456
C 3.427 -0.285 -0.036
C 3.116 0.316 1.323
C 3.744 1.703 1.493
C 3.562 -0.630 2.443
C 2.415 -0.812 -0.862
N 1.065 -0.824 -0.432
C 0.503 -2.022 -0.087
C -0.904 -2.092 -0.044
N -1.587 -0.945 -0.303
C -3.008 -1.000 -0.361
C -3.743 -0.890 0.841
C -5.125 -1.032 0.808
C -5.782 -1.297 -0.378
C -5.060 -1.385 -1.554
C -3.678 -1.234 -1.577
C -2.984 -1.379 -2.924
C -2.249 -2.721 -3.038
C -2.058 -0.206 -3.253
C -3.077 -0.630 2.184
C -3.159 -1.845 3.114
C -3.700 0.594 2.866
C -1.294 -3.470 0.271
C -2.472 -4.170 0.385
C -2.416 -5.535 0.750
C -1.233 -6.196 0.976
C 0.001 -5.517 0.812
C 1.308 -6.050 0.962
C 2.402 -5.248 0.756
C 2.300 -3.883 0.397
C 1.048 -3.337 0.247
C -0.078 -4.173 0.466
H 0.675 -1.275 -4.860
H 2.387 -0.832 -4.760
H 1.181 0.065 -3.822
H 0.706 -1.935 -2.469
H 2.787 -3.346 -4.201
H 1.053 -3.653 -4.137
H 2.065 -4.019 -2.733
H 4.329 -1.927 -3.428
H 6.107 -1.076 -1.960
H 5.540 -0.021 0.182
H 2.031 0.425 1.395
H 4.810 1.684 1.265
H 3.638 2.043 2.527
H 3.272 2.428 0.831
H 4.638 -0.808 2.392
H 3.049 -1.591 2.373
H 3.338 -0.196 3.421
H -5.695 -0.959 1.726
H -6.855 -1.441 -0.383
H -5.585 -1.584 -2.481
H -3.775 -1.385 -3.679
H -1.466 -2.807 -2.287
H -1.786 -2.811 -4.024
H -2.940 -3.555 -2.906
H -1.112 -0.282 -2.719
H -2.527 0.740 -2.983
H -1.852 -0.184 -4.325
H -2.020 -0.412 2.009
H -4.201 -2.114 3.296
H -2.691 -1.618 4.075
H -2.659 -2.710 2.687
H -4.728 0.396 3.170
H -3.710 1.452 2.190
H -3.145 0.856 3.771
H -3.429 -3.700 0.198
H -3.350 -6.071 0.864
H -1.240 -7.236 1.279
H 1.438 -7.092 1.231
H 3.392 -5.674 0.864
H 3.200 -3.300 0.246
C -0.901 2.951 4.983
C 0.474 2.986 4.312
C 1.003 4.418 4.318
C 1.433 2.063 5.079
N 0.329 2.628 2.896
N -0.174 1.330 2.620
H -0.821 3.370 5.986
H -1.280 1.932 5.076
H -1.614 3.545 4.410
H 1.019 4.813 5.334
H 0.363 5.048 3.701
H 2.016 4.463 3.911
H 1.482 2.367 6.126
H 2.440 2.098 4.661
H 1.089 1.025 5.070
H 1.208 2.745 2.404
H -1.168 1.358 2.821
H 0.235 0.627 3.237
C -2.673 4.461 -4.260
C -1.614 3.583 -4.451
C -0.993 2.995 -3.360
C -1.410 3.257 -2.054
C -2.480 4.136 -1.886
C -3.104 4.738 -2.971
Si -0.477 2.537 -0.545
C 1.273 3.257 -0.862
C 2.153 2.604 -1.728
C 3.411 3.118 -2.008
C 3.827 4.298 -1.407
C 2.973 4.961 -0.537
C 1.711 4.445 -0.273
H -3.150 4.933 -5.109
H -1.271 3.362 -5.455
H -0.158 2.323 -3.531
H -2.823 4.369 -0.884
H -3.923 5.429 -2.808
H -0.995 3.486 0.516
H 1.853 1.669 -2.192
H 4.070 2.594 -2.690
H 4.811 4.701 -1.617
H 3.290 5.881 -0.061
H 1.050 4.977 0.404

=====

148
Properties=species:S:1:pos:R:3 method="wB97M-V/def2-TZVPD" smiles="CCCC[C@@]1(S(C)(=O)=O)OS(=O)(=O)[C@H](C(F)(F)F)[C@](CCCBr)(OC(=O)c2ccccc2)[C@]1(CC(C)C)P(N)O.BrCCBr.BrCCBr.BrCCBr.BrCCBr.BrCCBr.BrCCBr.BrCCBr.BrCCBr.BrCCBr" orbital_gap_ha=0.288 multiplicity=1 e_lumo_ha=-0.0026 homo_energy_ev=-7.9 e_tot_ev=-1432505.1489 max_force_ha_per_bohr=0.1435
C 0.968 4.929 -1.204
C 1.286 4.328 -2.650
C 0.980 2.751 -2.649
C 2.254 2.079 -2.033
C 2.426 0.540 -1.936
S 3.104 0.089 -3.628
C 2.145 0.651 -5.073
O 3.522 -1.296 -3.886
O 4.424 0.770 -3.784
O 3.662 0.172 -1.228
S 3.811 0.591 0.290
O 4.079 2.004 0.603
O 5.033 -0.056 0.785
C 2.286 -0.013 1.189
C 2.563 -1.209 2.134
F 3.398 -2.207 1.688
F 3.303 -0.668 3.207
F 1.525 -1.824 2.746
C 0.945 -0.014 0.269
C 0.356 1.427 0.472
C -0.319 1.901 1.793
C -0.002 1.281 3.191
Br 1.256 2.514 4.152
O 0.004 -0.996 0.601
C -1.203 -0.928 1.199
O -1.311 -1.282 2.354
C -2.624 -0.599 0.606
C -3.630 -1.666 0.762
C -4.979 -1.490 0.278
C -5.405 -0.238 -0.356
C -4.417 0.818 -0.520
C -3.045 0.623 -0.027
C 1.273 -0.374 -1.294
C 0.014 -0.426 -2.232
C -1.193 -1.390 -2.230
C -1.535 -1.740 -3.775
C -1.344 -2.765 -1.523
P 2.078 -2.156 -1.348
N 1.472 -2.985 -2.794
O 1.546 -3.182 -0.124
H 0.637 5.994 -1.241
H 0.123 4.340 -0.740
H 1.832 4.793 -0.493
H 0.549 4.809 -3.339
H 2.341 4.551 -2.947
H 0.030 2.667 -2.073
H 0.742 2.520 -3.714
H 3.072 2.495 -2.700
H 2.478 2.675 -1.103
H 2.554 1.622 -5.442
H 1.044 0.755 -4.928
H 2.289 -0.113 -5.885
H 2.192 0.868 1.893
H 1.268 2.094 0.419
H -0.367 1.618 -0.356
H -1.460 1.822 1.668
H -0.164 3.011 1.898
H -0.928 1.245 3.817
H 0.510 0.296 3.161
H -3.372 -2.644 1.239
H -5.743 -2.297 0.376
H -6.435 -0.037 -0.721
H -4.662 1.784 -1.021
H -2.323 1.452 -0.175
H 0.434 -0.447 -3.282
H -0.433 0.618 -2.197
H -2.135 -0.814 -1.988
H -1.593 -0.765 -4.323
H -0.809 -2.472 -4.198
H -2.590 -2.133 -3.738
H -1.087 -3.598 -2.241
H -2.445 -2.939 -1.329
H -0.845 -2.973 -0.554
H 2.278 -3.388 -3.291
H 0.955 -3.831 -2.511
H 1.675 -4.098 -0.431
Br -3.425 -2.404 -6.805
C -4.994 -3.522 -6.520
C -6.103 -2.748 -5.854
Br -5.758 -2.509 -3.950
H -4.668 -4.385 -5.944
H -5.297 -3.847 -7.514
H -7.041 -3.300 -5.906
H -6.246 -1.756 -6.276
Br 6.824 -3.481 0.990
C 7.723 -1.765 1.191
C 9.057 -1.760 0.492
Br 10.404 -2.730 1.517
H 7.795 -1.568 2.258
H 7.049 -1.039 0.737
H 9.442 -0.744 0.410
H 9.026 -2.212 -0.497
Br 2.837 -6.009 4.443
C 2.606 -4.152 4.986
C 2.358 -4.040 6.467
Br 0.530 -4.537 6.921
H 1.799 -3.745 4.383
H 3.540 -3.660 4.715
H 2.461 -3.005 6.795
H 3.015 -4.671 7.061
Br -3.209 2.391 5.422
C -2.380 4.086 4.938
C -3.132 4.767 3.824
Br -2.754 3.936 2.103
H -1.343 3.871 4.686
H -2.412 4.688 5.845
H -2.807 5.801 3.718
H -4.213 4.743 3.957
Br 9.590 -8.880 -0.043
C 10.079 -7.080 0.526
C 9.073 -6.064 0.055
Br 9.300 -5.668 -1.838
H 11.085 -6.894 0.156
H 10.100 -7.123 1.615
H 9.224 -5.113 0.563
H 8.043 -6.382 0.192
Br -5.324 4.785 -0.573
C -5.616 6.615 0.020
C -5.868 6.676 1.505
Br -7.680 6.105 1.939
H -6.438 7.012 -0.571
H -4.700 7.146 -0.235
H -5.802 7.701 1.862
H -5.191 6.051 2.083
Br -3.109 8.061 5.597
C -3.137 9.582 4.381
C -3.842 9.244 3.092
Br -2.711 8.167 1.922
H -2.105 9.892 4.236
H -3.675 10.364 4.917
H -4.055 10.149 2.523
H -4.764 8.689 3.241
Br 5.176 -9.932 -3.336
C 6.420 -10.610 -1.998
C 7.516 -11.425 -2.635
Br 6.879 -13.197 -3.134
H 5.832 -11.169 -1.273
H 6.832 -9.722 -1.517
H 8.324 -11.604 -1.925
H 7.925 -10.969 -3.533
Br -11.738 3.491 3.361
C -11.766 5.020 2.154
C -12.468 4.686 0.863
Br -11.333 3.617 -0.305
H -10.733 5.334 2.014
H -12.307 5.798 2.694
H -12.683 5.592 0.297
H -13.389 4.126 1.008

=====

17
Properties=species:S:1:pos:R:3 method="wB97M-V/def2-TZVPD" smiles=CCO.NCO orbital_gap_ha=0.352 multiplicity=1 relative_energy_kcal_mol=30.6 e_lumo_ha=0.0226 homo_energy_ev=-9.0 e_tot_ev=-8873.1617 max_force_ha_per_bohr=0.0442
C -0.447 -1.788 -0.237
O 0.538 -1.212 0.594
C -0.030 -1.606 -1.670
H -0.818 -2.784 -0.020
H -1.339 -1.178 0.030
H 1.402 -1.663 0.561
H 1.035 -1.790 -1.754
H -0.365 -2.401 -2.307
H -0.330 -0.556 -2.050
N -0.683 1.247 1.453
C 0.303 2.011 0.636
O 0.173 1.591 -0.696
H -1.377 0.841 0.871
H -0.232 0.483 1.880
H 0.143 3.123 0.743
H 1.339 1.701 0.910
H 0.680 0.766 -0.583